Record 1
C3H3N3O | ωB97M-V/def2-TZVPD

Output
2S+1	1
energy above the lowest of the compared OMol25 structures with the same formula, charge and spin	37.2	kcal/mol
LUMO energy	-0.13	eV
HOMO level	-10.477	eV
orbital gap	10.349	eV
DFT total energy	-9675.8397	eV

Element x y z (Å)
O 2.416 -0.099 0.218
C 1.502 0.499 -0.300
C 0.100 0.244 0.042
C -0.934 0.101 -0.849
N -1.922 -0.618 -0.262
N -1.565 -0.895 0.956
N -0.349 -0.397 1.149
H 1.651 1.205 -1.140
H -0.977 0.436 -1.876
H 0.079 -0.476 2.061

Here are the Löwdin charges for atoms 1 to 8, given in e: 0.063, -0.214, -0.230, -0.095, 0.006, 0.004, 0.057, 0.129

---

Record 2
C36H67F7N5O8 | ωB97M-V/def2-TZVPD

Output
2S+1	1
charge	+1
LUMO energy	-3.98	eV
HOMO level	-11.110	eV
orbital gap	7.128	eV
DFT total energy	-81263.9573	eV

Element x y z (Å)
C -1.093 -2.703 -0.717
C -1.089 -2.956 -2.210
O -0.137 -2.044 -2.805
C 0.114 -2.168 -4.110
O -0.534 -2.838 -4.870
C 1.319 -1.366 -4.556
C 0.963 -0.118 -5.392
C 0.913 1.212 -4.630
N -0.208 1.341 -3.657
C 0.142 0.916 -2.258
N 1.185 1.714 -1.651
C 1.159 1.627 -0.185
C -0.819 2.585 -3.747
N -0.038 3.755 -3.917
C 0.133 4.561 -2.681
C 1.560 5.097 -2.563
C 1.979 5.351 -1.123
N 0.950 5.860 -0.301
O 3.124 5.216 -0.764
C -0.072 4.440 -5.168
F -0.464 5.710 -5.039
F -0.922 3.827 -6.010
F 1.118 4.456 -5.745
N -2.127 2.674 -3.663
C -2.871 3.952 -3.640
C -2.993 1.453 -3.662
F -4.235 1.875 -3.426
F -2.656 0.641 -2.668
C -2.934 0.747 -5.049
F -3.888 1.308 -5.821
F -3.207 -0.545 -4.871
H -1.178 -1.634 -0.501
H -0.188 -3.101 -0.255
H -1.940 -3.230 -0.273
H -0.779 -3.977 -2.444
H -2.072 -2.808 -2.663
H 1.974 -1.109 -3.721
H 1.869 -2.070 -5.188
H 0.059 -0.291 -5.983
H 1.772 0.023 -6.118
H 0.840 2.029 -5.349
H 1.877 1.347 -4.125
H 0.378 -0.146 -2.326
H -0.759 0.989 -1.648
H 2.095 1.403 -1.972
H 1.379 0.622 0.198
H 0.169 1.917 0.183
H 1.896 2.321 0.228
H -0.068 3.878 -1.857
H -0.597 5.373 -2.618
H 2.273 4.407 -3.014
H 1.621 6.070 -3.067
H 0.322 5.121 0.012
H 1.383 6.214 0.550
H -3.557 3.971 -4.487
H -2.183 4.783 -3.710
H -3.436 4.021 -2.710
H -1.972 0.886 -5.546
C 1.113 5.195 4.722
C 1.717 3.885 4.227
C 0.794 3.547 3.065
O 0.365 4.800 2.516
C 0.710 5.865 3.417
H 1.806 5.801 5.304
H 0.239 4.988 5.340
H 2.737 4.042 3.869
H 1.734 3.106 4.987
H -0.084 2.989 3.405
H 1.291 2.973 2.282
H 1.540 6.439 2.990
H -0.152 6.524 3.520
C 0.904 4.312 9.806
C 1.528 3.013 9.298
C 0.610 2.671 8.132
O 0.158 3.919 7.600
C 0.484 4.979 8.503
H 1.587 4.927 10.389
H 0.028 4.096 10.421
H 2.544 3.196 8.942
H 1.565 2.224 10.047
H -0.257 2.090 8.466
H 1.113 2.114 7.340
H 1.304 5.570 8.079
H -0.387 5.626 8.612
C -2.938 -7.807 0.448
C -2.443 -7.321 1.810
C -1.572 -6.137 1.414
O -2.162 -5.587 0.232
C -3.143 -6.490 -0.289
H -3.848 -8.402 0.500
H -2.167 -8.403 -0.044
H -3.284 -6.987 2.421
H -1.893 -8.075 2.369
H -0.548 -6.454 1.187
H -1.528 -5.356 2.176
H -4.141 -6.082 -0.101
H -3.002 -6.575 -1.368
C 1.775 -6.916 -4.561
C 2.028 -6.620 -3.084
C 2.898 -5.374 -3.165
O 2.487 -4.670 -4.341
C 1.635 -5.512 -5.133
H 0.890 -7.526 -4.734
H 2.633 -7.426 -5.002
H 1.086 -6.393 -2.580
H 2.513 -7.435 -2.549
H 3.957 -5.634 -3.259
H 2.780 -4.714 -2.303
H 0.607 -5.150 -5.042
H 1.937 -5.442 -6.178
C -1.280 -2.737 4.504
C 0.197 -2.529 4.834
C 0.849 -2.780 3.480
O -0.098 -2.351 2.498
C -1.370 -2.130 3.111
H -1.958 -2.263 5.212
H -1.513 -3.803 4.471
H 0.372 -1.500 5.157
H 0.570 -3.197 5.608
H 1.059 -3.845 3.334
H 1.777 -2.224 3.339
H -1.562 -1.052 3.161
H -2.141 -2.589 2.489

Here are the Löwdin charges for atoms 1 to 8, given in e: -0.059, -0.185, -0.047, -0.511, 0.121, -0.071, -0.131, -0.124